Below is a structure of composition C36H73ClFeGeN7O7P2, with properties calculated with the ωB97M-V functional and the def2-TZVPD basis.

<S²>: 0.8613
Frontier orbital gap (alpha / beta), eV: 6.13 / 6.52
Total charge: +2
Molecular weight, g mol⁻¹: 941.88
Spin multiplicity: 2
HOMO level (alpha / beta), eV: -13.125 / -13.125

The geometry in XYZ format:
```
128
Properties=species:S:1:pos:R:3:mulliken_charge:R:1
Fe -0.0177 -0.4681 -0.5417 1.0111
C -0.8565 -2.8409 -3.1415 -1.1616
C -1.9423 -2.6360 -2.0925 1.3478
C -2.0133 -3.8112 -1.1239 -1.5357
C -3.2978 -2.4642 -2.7680 -2.0254
O -1.6445 -1.4238 -1.3518 0.0638
Ge -2.5300 0.2416 -1.4433 -0.8235
O -1.5923 0.4114 0.2425 1.6833
C -2.1344 0.6580 1.5540 1.2007
C -2.9664 -0.5406 2.0064 -1.7408
C -3.0256 1.8931 1.4821 -1.8501
C -0.9606 0.9136 2.4941 -1.9478
O -0.8212 0.7408 -2.0720 0.4538
C -0.5899 2.1073 -2.5246 1.3273
C -1.6255 2.4081 -3.6039 -1.9725
C -0.7335 3.0947 -1.3688 -1.5449
C 0.7983 2.1806 -3.1234 -1.3760
H -1.0032 -3.7796 -3.6746 0.5960
H -0.8711 -2.0223 -3.8643 0.2695
H 0.1271 -2.8616 -2.6673 -0.0222
H -2.4181 -4.6882 -1.6275 0.5373
H -1.0329 -4.0770 -0.7385 0.3509
H -2.6695 -3.5612 -0.2876 0.3102
H -3.5269 -3.3515 -3.3557 0.4803
H -4.0916 -2.3280 -2.0308 0.4632
H -3.3003 -1.6058 -3.4443 0.4859
H -3.7991 -0.7031 1.3179 0.4692
H -2.3684 -1.4472 2.0070 0.1047
H -3.3795 -0.3815 3.0017 0.5017
H -3.7820 1.7830 0.7021 0.4294
H -3.5418 2.0378 2.4299 0.4965
H -2.4358 2.7856 1.2711 0.3545
H -0.2773 0.0589 2.4892 -0.5191
H -0.3980 1.7850 2.1576 0.2287
H -1.3166 1.0921 3.5084 1.3496
H -2.6381 2.4300 -3.1965 0.4400
H -1.4252 3.3816 -4.0496 0.4545
H -1.5856 1.6523 -4.3903 0.3493
H -1.7393 3.0520 -0.9464 0.2044
H -0.0214 2.8659 -0.5754 0.1240
H -0.5621 4.1102 -1.7259 0.6993
H 0.8717 1.5405 -4.0031 0.2776
H 1.0272 3.2049 -3.4182 0.5998
H 1.5342 1.8557 -2.3984 0.1082
C 5.7419 -0.7878 -1.5253 -1.0769
N 4.3817 -1.3234 -1.4212 0.7577
C 4.3500 -2.7851 -1.5495 -0.7206
P 3.0991 -0.4522 -1.9664 -0.9199
O 1.8124 -1.0621 -1.5225 -0.3775
O 3.3635 0.9755 -1.2585 -0.5177
P 2.6794 1.3901 0.1454 -1.2086
O 1.2820 0.8658 0.2219 0.8700
N 2.8446 2.9950 0.1053 0.8989
C 3.3538 3.8185 -0.9888 -0.7759
C 2.3953 3.7413 1.2844 -0.7842
N 3.5482 0.7975 1.3842 1.3632
C 4.9300 1.2164 1.5889 -1.1977
C 3.1304 -0.3610 2.1682 -1.4273
N 3.0927 -0.0776 -3.5460 0.7030
C 2.2713 -0.8471 -4.4852 -1.1482
C 4.2081 0.6371 -4.1659 -1.0567
H 6.3512 -1.2241 -0.7332 0.4017
H 5.7448 0.2925 -1.3991 0.2770
H 6.2039 -1.0379 -2.4839 0.2814
H 4.8330 -3.2328 -0.6804 0.3463
H 4.8799 -3.1170 -2.4463 0.2794
H 3.3289 -3.1465 -1.5964 0.2737
H 3.5849 3.2099 -1.8563 0.0917
H 4.2547 4.3474 -0.6722 0.3371
H 2.6016 4.5566 -1.2730 0.2840
H 1.8564 3.0875 1.9697 0.0138
H 1.7219 4.5416 0.9751 0.3467
H 3.2426 4.1804 1.8144 0.4250
H 5.1777 2.0495 0.9324 0.3408
H 5.6145 0.3908 1.3814 0.2998
H 5.0782 1.5388 2.6206 0.3193
H 2.1011 -0.6179 1.9365 -0.4385
H 3.2093 -0.1375 3.2343 0.4335
H 3.7660 -1.2235 1.9491 0.7634
H 1.4175 -1.2768 -3.9694 0.1776
H 2.8486 -1.6418 -4.9639 0.3140
H 1.9050 -0.1749 -5.2625 0.4394
H 4.7578 1.2150 -3.4256 0.2693
H 3.8127 1.3318 -4.9081 0.3335
H 4.8969 -0.0469 -4.6666 0.3398
C 3.2154 -5.3117 3.0889 -2.1076
C 2.4860 -4.3230 4.0110 2.1390
C 2.5949 -2.9169 3.3966 -0.8971
C 3.2356 -4.3044 5.3515 -1.9176
C 1.0104 -4.7926 4.2302 1.9068
O 1.0117 -6.1882 4.5587 -0.6746
C 0.2308 -4.1058 5.3811 -1.8728
C -0.4710 -2.7546 5.1709 -0.5741
C 0.3487 -1.5002 5.2705 -0.2786
C 0.1870 -0.4764 4.3359 1.2456
C 0.9419 0.6758 4.3856 -0.5824
C 1.8767 0.8389 5.4069 0.1168
Cl 2.8354 2.2344 5.4612 -0.1980
C 2.0101 -0.1424 6.3934 -1.0369
C 1.2506 -1.2887 6.3212 -0.2481
C 0.1252 -4.8313 2.9566 -2.7890
N 0.3613 -3.8596 1.8923 1.6179
C -0.0615 -2.6131 1.7698 -0.0151
N 0.3562 -2.1062 0.6146 2.0711
C 1.0448 -3.1466 0.0482 -1.8331
N 1.0601 -4.2160 0.7894 -0.7991
H 4.2464 -4.9776 2.9557 0.4484
H 2.7533 -5.3759 2.1050 0.3191
H 3.2390 -6.3124 3.5157 0.4487
H 3.5639 -2.4864 3.6572 1.2592
H 1.8332 -2.2276 3.7639 -0.4005
H 2.5388 -2.9423 2.3059 -0.3882
H 4.3050 -4.2161 5.1567 0.5247
H 3.1007 -5.2184 5.9341 0.4018
H 2.9516 -3.4556 5.9728 0.3757
H 1.4359 -6.3238 5.4126 0.5535
H 0.8752 -4.0541 6.2576 0.7151
H -0.5543 -4.8229 5.6280 0.3847
H -1.2340 -2.6864 5.9547 0.5889
H -1.0265 -2.7530 4.2271 0.2238
H -0.5574 -0.5949 3.5552 0.1321
H 0.8228 1.4615 3.6507 0.4223
H 2.7085 0.0222 7.2024 0.5042
H 1.3434 -2.0393 7.0958 0.6695
H -0.9234 -4.7550 3.2442 0.5168
H 0.2714 -5.8082 2.5031 0.3284
H -0.6410 -2.0997 2.5150 -1.2202
H 1.4964 -3.0932 -0.9189 0.3344
```

---

Below is a cluster of 4 separate species, C36H74BrClN7O8PS2 in total, with properties calculated with the ωB97M-V functional and the def2-TZVPD basis.

Frontier orbital gap, eV: 7.35
Molecular weight, g mol⁻¹: 943.49
Spin multiplicity: 1
HOMO level, eV: -8.637

The geometry in XYZ format:
```
130
Properties=species:S:1:pos:R:3:mulliken_charge:R:1
C -1.5120 -0.7405 1.9103 -1.0912
C -0.1149 -0.7822 1.1253 -0.0570
C 0.9135 0.3922 1.5623 -1.0063
Cl 1.7458 0.9173 -0.0250 -0.1165
C 1.9620 -0.0505 2.6852 1.4271
C 2.8649 -1.2456 2.0435 -1.5099
C 2.8861 -2.5887 2.9233 0.4150
C 3.8712 -3.6233 2.1365 -0.6296
S 3.9514 -5.3013 2.9242 -0.1095
C 2.2798 -5.7459 3.6303 -0.1284
S 2.1399 -6.0080 5.2717 -0.1384
N 1.1709 -5.8026 2.6563 0.2609
C 1.2847 -6.6316 1.4822 -0.1073
C -0.0870 -6.2901 0.8039 -0.3576
N -0.7888 -5.3376 1.6528 -0.6256
C -0.0288 -5.0112 2.8203 0.0124
C 3.0384 1.1281 2.8842 -0.6988
C 2.5418 2.6558 2.9136 -0.5213
C 3.6928 3.5358 3.6593 -0.8645
C 3.2757 3.6823 5.2297 -0.1332
C 4.4098 3.1442 6.2422 -0.7079
N 3.9216 2.0029 7.1054 -0.5341
C 3.8383 0.5529 4.1804 -0.2206
O 5.0644 0.6360 4.4279 -0.6414
N 2.7778 -0.1164 4.9319 0.3580
C 1.4819 -0.3215 4.1840 -0.1128
P 0.3466 0.9155 5.0764 0.1785
O -0.9469 1.4367 4.0822 -0.4974
Br -0.6866 -0.3844 6.6718 -0.3249
H -1.3778 -0.8517 3.0525 0.1063
H -2.1464 -1.6333 1.5855 0.4733
H -2.1084 0.2113 1.6535 0.1530
H 0.3223 -1.8370 1.2922 0.1494
H -0.3735 -0.7383 0.0021 0.1590
H 0.2586 1.2901 1.8503 0.7883
H 2.4910 -1.5602 0.9975 0.4750
H 3.9612 -0.9382 1.8927 0.3281
H 1.8415 -3.0731 3.0133 -0.1657
H 3.3746 -2.4402 3.9475 0.1023
H 4.9254 -3.1660 2.2547 0.4058
H 3.5707 -3.6473 1.0329 0.3562
H 2.1107 -7.3233 1.1351 0.3609
H -0.4196 -6.7092 -0.1933 0.3351
H -0.2877 -4.2849 3.6525 0.3674
H 3.9068 1.1877 2.1242 0.3410
H 2.4970 3.0568 1.8360 0.2335
H 1.5044 2.8149 3.3580 0.1038
H 3.7676 4.5937 3.2106 0.3873
H 4.7353 3.0739 3.5320 0.3833
H 2.3251 3.0522 5.3656 0.0036
H 3.0518 4.7908 5.4109 0.5163
H 4.6835 4.0071 6.9542 0.3200
H 5.3928 2.8714 5.7088 0.2779
H 4.6884 1.3528 7.3275 0.1958
H 3.6851 2.4554 8.0038 0.2621
H 3.0424 -0.8680 5.5786 0.3212
H 0.9637 -1.3282 4.3907 0.3502
H -0.9741 2.4231 4.1611 0.3421
C 6.0177 -0.7186 -6.7240 -0.7040
O 5.6964 -1.6275 -5.6843 -0.3384
C 6.3739 -1.3464 -4.4573 -0.8441
C 5.3959 -0.8242 -3.4026 -0.1140
N 4.9261 0.5194 -3.7308 -0.3327
C 3.7903 0.9679 -2.9240 -0.8681
C 2.4803 0.1686 -3.0227 1.5475
O 1.8289 0.2721 -4.2849 -0.4661
C 2.3229 -0.6107 -5.2804 -0.6023
H 5.6178 -1.1221 -7.6586 0.2334
H 5.5474 0.2546 -6.5535 0.2996
H 7.0977 -0.5975 -6.8337 0.3383
H 7.2186 -0.6644 -4.5989 0.4169
H 6.7809 -2.3009 -4.1051 0.3931
H 5.8982 -0.8027 -2.4297 0.3674
H 4.5662 -1.5366 -3.3445 0.1635
H 4.6470 0.5423 -4.7050 0.1436
H 3.5753 1.9963 -3.2321 0.3415
H 4.1013 1.0155 -1.8738 0.4525
H 1.7839 0.6025 -2.2969 -1.2479
H 2.5997 -0.8803 -2.7295 0.2644
H 2.6694 -1.5591 -4.8619 0.3018
H 3.1189 -0.1275 -5.8492 0.1709
H 1.5097 -0.8205 -5.9789 0.3110
C -2.0016 1.0787 -1.8532 -0.6861
O -1.7339 2.0376 -0.8428 -0.3146
C -0.4765 2.6977 -1.0089 0.0875
C -0.6792 4.1588 -1.4160 -0.5100
N -1.1889 4.2649 -2.7809 -0.2603
C -1.6645 5.6017 -3.1382 -0.6999
C -2.8453 6.1788 -2.3400 -0.5062
O -4.0809 5.5063 -2.5598 -0.4555
C -4.2623 4.3322 -1.7829 -0.3586
H -2.8721 0.4940 -1.5404 0.2068
H -2.2516 1.5675 -2.7998 0.4124
H -1.1595 0.3970 -1.9953 0.2039
H 0.1771 2.1697 -1.7083 0.0190
H 0.0106 2.6791 -0.0304 -0.1033
H 0.2788 4.6850 -1.3469 0.4569
H -1.3698 4.6071 -0.6936 0.1814
H -1.9599 3.6171 -2.8962 0.0181
H -1.9659 5.5551 -4.1895 0.3671
H -0.8221 6.3012 -3.0860 0.4009
H -3.0025 7.2031 -2.6943 0.3709
H -2.6323 6.2641 -1.2690 0.3344
H -3.7862 4.4037 -0.8017 0.2813
H -3.8932 3.4611 -2.3269 0.0565
H -5.3351 4.1884 -1.6343 0.3176
C -6.1956 0.3881 -2.9196 -0.8214
O -5.8799 -0.1151 -1.6319 -0.1810
C -6.9288 0.0749 -0.6791 -0.8683
C -7.5811 -1.2603 -0.3141 -0.2067
N -8.3618 -1.7934 -1.4278 -0.3262
C -8.7825 -3.1838 -1.2501 -0.6783
C -7.6858 -4.2544 -1.1239 -0.4788
O -6.9386 -4.4662 -2.3169 -0.4422
C -5.8757 -3.5480 -2.5204 -0.4990
H -5.2793 0.3810 -3.5172 0.2349
H -6.9258 -0.2527 -3.4229 0.3303
H -6.5690 1.4135 -2.8710 0.3339
H -7.6680 0.8074 -1.0194 0.3964
H -6.4560 0.4831 0.2214 0.3752
H -8.2387 -1.1119 0.5488 0.4085
H -6.7799 -1.9466 -0.0207 0.1507
H -7.8073 -1.7395 -2.2746 0.0700
H -9.3954 -3.4380 -2.1207 0.3700
H -9.4418 -3.2436 -0.3764 0.3928
H -8.1879 -5.2060 -0.9202 0.3493
H -7.0198 -4.0813 -0.2717 0.3459
H -5.4234 -3.2189 -1.5814 0.2599
H -6.2250 -2.6918 -3.0999 0.1383
H -5.1075 -4.0475 -3.1150 0.3472
```

---

Below is a cluster of 5 separate species, C36H75BN2O5 in total, with properties calculated with the ωB97M-V functional and the def2-TZVPD basis.

Frontier orbital gap, eV: 10.25
Molecular weight, g mol⁻¹: 626.82
Spin multiplicity: 1
HOMO level, eV: -10.222

The geometry in XYZ format:
```
119
Properties=species:S:1:pos:R:3:mulliken_charge:R:1
C 3.9411 -1.4448 -5.3975 -0.9948
C 3.8261 -1.8470 -3.9609 0.8599
O 4.6024 -2.5580 -3.3848 -0.5558
O 2.7113 -1.3558 -3.3381 -0.3933
C 2.9618 -0.9283 -1.9813 -1.2932
C 1.8721 0.0747 -1.5999 -0.2017
C 2.3739 1.4267 -1.0603 -1.0336
C 3.4666 1.1995 -0.1077 -0.1755
N 4.3619 0.9845 0.5709 -0.5698
C 2.7797 2.4681 -2.1522 3.4947
C 3.9446 1.9338 -2.8757 -0.9959
N 4.8528 1.5156 -3.4416 -0.5923
C 3.1592 3.7874 -1.4432 -1.4846
C 3.6631 4.9370 -2.3150 -0.7890
C 5.1349 4.8821 -2.7469 -0.4243
O 5.3446 4.6131 -4.1283 -0.5631
C 1.5655 2.7083 -3.0963 -1.5454
B 1.7269 2.2673 -4.6107 0.9968
O 2.0631 0.9986 -5.0204 -0.7086
O 1.5525 3.2299 -5.5618 -0.5818
H 3.4047 -0.5280 -5.6202 0.1488
H 5.0000 -1.3538 -5.6279 0.3437
H 3.5379 -2.2578 -6.0068 0.3580
H 2.9348 -1.7897 -1.3147 0.4078
H 3.9671 -0.5149 -1.9309 0.7270
H 1.2485 -0.3755 -0.8266 0.5375
H 1.2199 0.2350 -2.4572 0.1744
H 1.5570 1.8923 -0.4997 0.8726
H 3.8835 3.5953 -0.6488 0.4109
H 2.2331 4.1187 -0.9626 0.5402
H 3.0367 5.0807 -3.2019 0.4120
H 3.5236 5.8443 -1.7230 0.4582
H 5.6590 4.1168 -2.1625 0.2168
H 5.6083 5.8459 -2.5578 0.3765
H 4.5741 4.1670 -4.4939 0.3242
H 1.3065 3.7668 -3.0855 0.3100
H 0.6936 2.1865 -2.6886 0.3302
H 1.6600 0.2620 -4.5486 0.2515
H 1.6891 2.8597 -6.4445 0.2990
C -4.4096 -3.3662 -0.3349 -0.8365
C -3.3723 -4.1579 -1.1227 -0.6239
C -1.9863 -4.1351 -0.4793 -0.9804
C -1.3668 -2.7420 -0.3523 -0.3382
C -1.2274 -1.9816 -1.6700 -0.2152
C -0.3184 -2.6752 -2.6810 -1.2799
H -4.1503 -2.3079 -0.2665 0.1576
H -5.3912 -3.4318 -0.8065 0.3874
H -4.5037 -3.7566 0.6814 0.2336
H -3.3206 -3.7760 -2.1462 0.2818
H -3.6982 -5.1976 -1.2051 0.4503
H -1.3175 -4.7856 -1.0489 0.3503
H -2.0513 -4.5752 0.5210 0.4586
H -0.3776 -2.8434 0.1074 0.4174
H -1.9592 -2.1405 0.3435 0.0599
H -0.8280 -0.9875 -1.4497 0.2986
H -2.2126 -1.8163 -2.1153 0.2372
H 0.6853 -2.8227 -2.2781 0.1328
H -0.2225 -2.0822 -3.5923 0.3468
H -0.7126 -3.6508 -2.9679 0.5140
C -10.1654 -0.1375 0.4336 -1.2243
C -9.1558 -0.9365 -0.3844 -0.5830
C -7.7541 -0.9478 0.2221 0.1118
C -7.0844 0.4223 0.3399 -0.3265
C -6.9361 1.1772 -0.9798 -0.6066
C -6.0658 0.4469 -1.9987 -1.0723
H -9.8852 0.9146 0.5055 0.2881
H -11.1573 -0.1799 -0.0176 0.3851
H -10.2436 -0.5338 1.4484 0.2901
H -9.1200 -0.5454 -1.4052 0.2827
H -9.5031 -1.9694 -0.4686 0.3954
H -7.1149 -1.6112 -0.3668 -0.2971
H -7.8063 -1.3924 1.2217 0.3995
H -6.0911 0.2842 0.7810 0.0631
H -7.6412 1.0433 1.0471 0.3454
H -6.4953 2.1556 -0.7716 0.3965
H -7.9203 1.3749 -1.4130 0.2741
H -5.0645 0.2702 -1.5976 0.2048
H -5.9602 1.0300 -2.9145 0.4029
H -6.4904 -0.5196 -2.2746 0.2694
C -7.3314 -1.1511 5.5758 -1.0547
C -6.0158 -1.8347 5.9358 -0.3339
C -4.8063 -0.9028 5.8725 -0.7699
C -4.5295 -0.3123 4.4887 -0.9588
C -4.3197 -1.3455 3.3839 0.3154
C -3.1110 -2.2494 3.6102 -1.2026
H -7.3241 -0.7740 4.5516 0.1402
H -8.1693 -1.8440 5.6617 0.3748
H -7.5267 -0.3079 6.2420 0.3035
H -5.8600 -2.6951 5.2791 0.2418
H -6.0883 -2.2379 6.9490 0.3751
H -3.9232 -1.4425 6.2251 0.2934
H -4.9551 -0.0790 6.5777 0.4103
H -3.6422 0.3257 4.5522 0.4093
H -5.3528 0.3483 4.2028 0.2872
H -4.1873 -0.8133 2.4369 0.1555
H -5.2180 -1.9576 3.2630 0.1593
H -2.1942 -1.6613 3.6924 0.3080
H -2.9873 -2.9450 2.7780 0.1332
H -3.2113 -2.8443 4.5192 0.4171
C 8.9334 1.2828 4.9385 -1.1891
C 9.5877 0.5214 3.7899 -0.3517
C 10.0755 1.4247 2.6582 -0.7602
C 8.9759 2.2269 1.9594 -0.7839
C 7.8502 1.3860 1.3595 0.0197
C 8.3170 0.4259 0.2707 -1.1956
H 8.0441 1.8222 4.6091 0.2800
H 8.6262 0.6035 5.7348 0.3745
H 9.6268 2.0089 5.3687 0.2964
H 8.8877 -0.2219 3.3990 0.2431
H 10.4419 -0.0410 4.1761 0.3694
H 10.6058 0.8146 1.9222 0.3153
H 10.8169 2.1243 3.0581 0.3871
H 9.4355 2.8239 1.1648 0.3970
H 8.5457 2.9460 2.6625 0.3090
H 7.0998 2.0576 0.9362 0.1399
H 7.3372 0.8252 2.1450 0.2288
H 8.7945 0.9679 -0.5488 0.2995
H 7.4739 -0.1277 -0.1443 0.2915
H 9.0320 -0.3049 0.6528 0.3258
```

---

Question: The highest spin multiplicity belongs to which entry?
Answer: C36H73ClFeGeN7O7P2